Density functional theory data (ωB97M-V with the def2-TZVPD basis set) for a 6-piece molecular cluster, C42H69NO20 overall.

- HOMO energy (eV) = -7.20
- ΔE to the lowest compared entry with this formula, charge and spin (kJ/mol) = 789.98
- E_tot (eV) = -87106.466

Positions of all 132 atoms, in Å:
C 2.37478 0.19203 -1.83957
C 2.08141 -0.80538 -1.24739
C 1.77481 -2.06077 -0.58132
N 2.46047 -2.31060 0.68300
C 2.10334 -1.37877 1.75579
C 2.86901 -0.05025 1.80058
C 1.94360 1.13119 1.49406
C 1.26138 1.71631 2.72137
C 1.09822 3.21910 2.60903
C -0.07071 3.63791 1.73366
C -1.34069 2.81810 1.92764
C -1.83044 2.77899 3.35497
C -3.26761 2.26855 3.45870
C -3.51502 0.91538 2.77960
C -3.76064 -0.24881 3.78529
C -2.90823 -1.50947 3.52361
C -3.57985 -2.50007 2.59145
C -3.64384 -2.00504 1.15220
C -3.44557 -3.11410 0.13371
C -2.01757 -3.63255 0.04647
C -0.94191 -2.59990 -0.24391
C -1.01886 -1.98892 -1.63192
C -0.47752 -0.56031 -1.66533
C -1.53898 0.46078 -1.30549
C 3.82863 -2.57542 0.57567
O 4.36153 -3.33294 1.32252
O 4.53782 -2.00585 -0.43512
H 2.51303 1.11528 -2.30093
H 1.97540 -2.88447 -1.24253
H 0.71499 -2.08528 -0.38898
H 2.29311 -1.89211 2.68577
H 1.03702 -1.24514 1.72925
H 3.67272 0.01449 1.08169
H 3.27692 0.06657 2.78967
H 1.20472 0.80689 0.77845
H 2.54779 1.87905 1.00452
H 1.91791 1.52877 3.55998
H 0.34760 1.18773 2.94018
H 1.99444 3.57717 2.12084
H 1.09454 3.68916 3.57605
H -0.33324 4.66024 1.97547
H 0.17785 3.62587 0.68175
H -1.16912 1.82614 1.54522
H -2.12680 3.28116 1.35017
H -1.83364 3.77563 3.77823
H -1.23260 2.17128 4.02197
H -3.89516 3.02675 3.00125
H -3.58793 2.16431 4.48514
H -4.41235 0.99415 2.17687
H -2.73604 0.61646 2.10564
H -4.77880 -0.56950 3.62620
H -3.58302 0.06257 4.79955
H -1.91685 -1.27792 3.15167
H -2.80151 -2.00558 4.48484
H -4.58558 -2.68743 2.93040
H -3.05106 -3.44091 2.61071
H -4.60162 -1.55115 0.95211
H -2.90903 -1.24826 0.94075
H -3.72199 -2.68526 -0.82072
H -4.14189 -3.92424 0.28879
H -1.97740 -4.36835 -0.74072
H -1.79171 -4.08431 1.00535
H -0.00120 -3.12792 -0.20723
H -0.89933 -1.83815 0.52229
H -2.02001 -2.00174 -2.04146
H -0.39221 -2.56468 -2.29591
H 0.29230 -0.49998 -0.90645
H -0.08767 -0.36647 -2.64523
H -1.11199 1.41880 -1.06825
H -2.25944 0.57505 -2.09845
H -2.08784 0.12623 -0.43715
H 4.55921 -1.04679 -0.35587
C 7.58150 -2.47193 1.21746
C 8.53580 -3.39682 0.50004
O 9.46855 -2.47886 -0.09142
C 9.44148 -1.32878 0.63816
O 10.21589 -0.43884 0.50780
O 8.41857 -1.34255 1.52062
H 7.17279 -2.90543 2.12510
H 6.76335 -2.14685 0.58320
H 9.07550 -4.05658 1.18256
H 8.04770 -3.99887 -0.26194
C -7.60289 3.89291 3.44304
C -7.91907 4.70798 2.20969
O -7.16378 4.03160 1.19528
C -6.96179 2.75557 1.60318
O -6.51284 1.89087 0.92350
O -7.33906 2.59513 2.89628
H -8.42766 3.85326 4.14967
H -6.70878 4.24569 3.96039
H -8.97678 4.67170 1.94376
H -7.61211 5.74415 2.29614
C 4.90328 -2.42080 -3.45088
C 4.62353 -2.19668 -4.92100
O 3.30949 -1.63211 -4.90137
C 3.11147 -1.06380 -3.68666
O 2.18945 -0.37342 -3.40477
O 4.11546 -1.39918 -2.82912
H 5.95333 -2.30665 -3.19516
H 4.55550 -3.39507 -3.10234
H 5.30908 -1.47802 -5.37321
H 4.63942 -3.11527 -5.50119
C -9.41639 8.94022 -0.76220
C -9.84453 7.50505 -0.54835
O -8.87757 7.03319 0.39726
C -8.38903 8.11192 1.06436
O -7.69683 8.04770 2.02744
O -8.79874 9.26452 0.48716
H -10.24980 9.60725 -0.96454
H -8.67683 9.04294 -1.55779
H -10.83872 7.42466 -0.10554
H -9.81317 6.91270 -1.45871
C 11.42372 -3.79927 -2.48445
C 12.13561 -4.05095 -1.17629
O 12.61770 -5.39014 -1.33649
C 12.72020 -5.64140 -2.66731
O 13.24314 -6.59736 -3.13506
O 12.14042 -4.64698 -3.38962
H 11.47409 -2.76197 -2.80245
H 10.37816 -4.11183 -2.45929
H 12.98751 -3.38511 -1.02860
H 11.47726 -3.97747 -0.31783
C -4.05219 -0.78312 -6.11371
C -3.75958 -0.65626 -4.63501
O -3.60496 -2.02097 -4.23366
C -3.25292 -2.74254 -5.32967
O -2.88725 -3.86992 -5.30524
O -3.37661 -1.99516 -6.45761
H -3.66803 0.05025 -6.69613
H -5.11745 -0.90175 -6.32119
H -2.82826 -0.12259 -4.43534
H -4.56540 -0.18129 -4.08108

Löwdin atomic charge list, values in e, 8 entries: atom 1 (C): -0.02, atom 2 (C): -0.13, atom 3 (C): -0.18, atom 4 (N): -0.03, atom 5 (C): -0.12, atom 6 (C): -0.14, atom 7 (C): -0.20, atom 8 (C): -0.20